# 1
10
Properties=species:S:1:pos:R:3 method="wB97M-V/def2-TZVPD" orbital_gap_ev="7.46 / 5.65" relative_energy_kcal_mol=70.4 e_tot_ev=-40027.504 e_homo_ev="-22.45 / -21.15" spin_multiplicity=1 total_charge=+3
C 0.799 -0.860 -1.740
C -0.112 -1.671 -2.095
H -0.596 -2.319 -2.816
Lu 2.286 0.553 -0.161
O -1.743 0.290 1.303
C -1.498 -0.137 0.210
C -0.560 -0.989 -0.400
Li -0.531 -0.104 2.822
H -0.373 -1.891 0.197
H -1.591 0.094 -1.054

=====

# 2
11
Properties=species:S:1:pos:R:3 method="wB97M-V/def2-TZVPD" orbital_gap_ev="5.70 / 4.48" relative_energy_kcal_mol=21.0 e_tot_ev=-39803.052 e_homo_ev="-10.74 / -10.68" spin_multiplicity=7 total_charge=+1
Mn 2.304 0.404 2.172
O 0.437 0.308 0.545
C 0.166 -1.021 0.072
H 0.653 -1.468 -0.807
H 0.301 -1.748 0.888
C -2.527 -1.045 0.175
C -1.287 -0.809 -0.250
C -1.637 0.485 0.311
O -2.105 1.594 0.225
Li 1.449 1.447 -0.534
H -3.141 -1.800 0.664

=====

# 3
11
Properties=species:S:1:pos:R:3 method="wB97M-V/def2-TZVPD" orbital_gap_ev="8.51 / 7.90" relative_energy_kcal_mol=57.2 e_tot_ev=-56903.454 e_homo_ev="-12.76 / -12.78" spin_multiplicity=2 total_charge=+1
Zn 0.906 0.876 3.391
O 0.437 -0.009 0.449
C -0.748 0.694 -0.032
H -1.735 0.224 0.055
H -0.787 1.688 0.431
C 0.147 1.418 -2.451
C -0.223 0.647 -1.452
C 1.044 0.008 -1.030
O 1.959 -0.679 -1.373
Li 0.384 -1.381 1.769
H -0.048 2.400 -2.875

=====

# 4
15
Properties=species:S:1:pos:R:3 method="wB97M-V/def2-TZVPD" orbital_gap_ev="6.49 / 6.19" relative_energy_kcal_mol=0.0 e_tot_ev=-48212.649 e_homo_ev="-6.97 / -7.45" spin_multiplicity=3
O 3.893 -0.328 -1.437
C 2.949 0.333 -0.948
O 2.907 1.584 -0.926
O 1.915 -0.400 -0.464
C 0.836 0.231 0.112
O -1.338 0.137 0.928
C -2.427 -0.628 1.304
C -0.317 -0.435 0.225
O -2.503 -1.799 0.953
O -3.285 0.077 1.906
Li 4.639 1.437 -1.880
Yb -5.866 -0.052 2.829
H 0.931 1.303 0.277
H -0.425 -1.491 -0.024
H -1.909 0.030 -2.855

=====

# 5
10
Properties=species:S:1:pos:R:3 method="wB97M-V/def2-TZVPD" orbital_gap_ev="6.29 / 6.19" relative_energy_kcal_mol=37.8 e_tot_ev=-39566.678 e_homo_ev="-22.34 / -22.35" spin_multiplicity=6 total_charge=+3
H 0.520 0.669 -0.724
O 2.064 0.721 2.030
C 1.087 0.170 1.544
C 0.128 -0.768 1.654
C -0.673 -1.068 0.529
C -0.862 -0.715 -0.643
O -0.340 0.186 -1.419
Mn -1.091 0.927 -3.052
H 1.912 1.291 2.819
H -0.298 -0.862 2.665

=====

# 6
8
Properties=species:S:1:pos:R:3 method="wB97M-V/def2-TZVPD" orbital_gap_ev="7.34 / 7.65" relative_energy_kcal_mol=71.9 e_tot_ev=-5681.388 e_homo_ev="-9.12 / -8.95" spin_multiplicity=1
C 1.726 0.782 -0.170
C 0.683 -0.088 -0.275
C -0.583 -0.394 -0.648
C -1.716 0.415 -0.376
N -2.670 1.006 -0.082
H 2.328 0.798 0.747
H 1.245 -1.025 -0.108
H -0.771 -1.395 -1.018

=====

# 7
8
Properties=species:S:1:pos:R:3 method="wB97M-V/def2-TZVPD" orbital_gap_ev=9.33 relative_energy_kcal_mol=74.9 e_tot_ev=-5681.260 e_homo_ev=-8.75 spin_multiplicity=1
C -1.086 -0.675 0.879
C -0.592 0.316 -0.222
C -1.044 0.520 1.366
C 0.713 0.334 -0.460
N 1.887 0.561 -0.506
H -1.274 -1.722 0.801
H -1.263 0.643 -1.006
H 2.659 0.024 -0.852

=====

# 8
10
Properties=species:S:1:pos:R:3 method="wB97M-V/def2-TZVPD" orbital_gap_ev=6.31 relative_energy_kcal_mol=0.0 e_tot_ev=-9220.636 e_homo_ev=-2.16 spin_multiplicity=1 total_charge=-1
C 0.469 -0.423 -2.231
C -0.051 -0.624 -1.160
C -0.690 -0.848 0.155
N -1.138 0.380 0.783
N -0.154 0.653 1.933
C 0.681 1.444 1.543
O 1.506 2.237 1.257
H 0.876 0.068 -3.082
H 0.041 -1.355 0.796
H -1.538 -1.533 0.004

=====

# 9
11
Properties=species:S:1:pos:R:3 method="wB97M-V/def2-TZVPD" orbital_gap_ev="7.04 / 6.94" relative_energy_kcal_mol=66.3 e_tot_ev=-11258.754 e_homo_ev="-14.79 / -14.62" spin_multiplicity=1 total_charge=+1
C 1.885 0.493 -0.358
C 1.707 -0.925 -0.441
C 0.060 -0.248 0.588
C -2.778 0.154 -0.001
N 0.642 -1.389 0.133
N 0.765 0.845 0.271
O -3.584 -0.412 -0.548
O -1.910 0.722 0.544
H 2.377 1.273 -0.966
H 0.408 -2.279 0.363
H 0.428 1.765 0.416

=====

# 10
12
Properties=species:S:1:pos:R:3 method="wB97M-V/def2-TZVPD" orbital_gap_ev=7.83 relative_energy_kcal_mol=0.0 smiles="N#C[C@H](C(N)=O)C([O-])=S" e_tot_ev=-22108.739 e_homo_ev=-4.38 spin_multiplicity=1 total_charge=-1
N -2.777 -1.200 -0.728
C -1.679 -0.838 -0.744
C -0.440 -0.173 -0.556
C 0.587 -0.942 0.377
N 1.577 -0.147 0.646
O 0.572 -2.117 0.672
C -0.714 1.269 0.018
O -1.651 1.511 0.770
S 0.497 2.352 -0.392
H 0.078 -0.032 -1.415
H 1.626 0.814 0.311
H 2.323 -0.497 1.042